Computed, not measured: a single C4H8N2O2 molecule in a non-equilibrium geometry, with wB97M-V/def2-TZVPD.

```
16
C4H8N2O2 (wB97M-V/def2-TZVPD)
H -2.325 0.869 2.876
N -1.891 0.222 2.266
C -1.393 0.794 1.273
C -0.398 -0.181 0.307
C -0.420 -1.593 0.930
O 0.519 -2.185 1.376
N 0.914 0.187 -0.020
O 1.116 1.070 -1.192
C 1.595 0.292 -2.273
H -1.405 1.848 0.917
H -0.974 -0.380 -0.588
H -1.464 -2.105 0.907
H 1.156 0.830 0.865
H 2.471 -0.316 -1.915
H 1.731 1.040 -3.120
H 0.769 -0.392 -2.610
```

Output
LUMO energy in eV: 0.80
Electronic energy in eV: -11348.593
Highest occupied orbital energy in Ha: -0.3399
Frontier orbital gap in hartree: 0.369
Relative energy (zero: lowest compared OMol25 entry of this formula, charge and spin) in kcal/mol: 127.3
SMILES: [H]/N=C/[C@H](C=O)NOC

***

Computed, not measured: a single C4H8N2O2 molecule in a non-equilibrium geometry, with wB97M-V/def2-TZVPD.

```
16
C4H8N2O2 (wB97M-V/def2-TZVPD)
C 1.556 0.544 -0.678
N 0.101 0.553 -1.082
C -0.325 -0.471 -0.257
N 0.197 -1.799 -0.606
C -0.863 -0.392 1.030
C -1.220 0.816 1.821
O -1.366 0.794 3.020
O -1.094 1.895 0.943
H 2.007 -0.508 -0.788
H 2.049 1.281 -1.320
H 1.604 1.099 0.195
H -0.200 0.459 -2.095
H -0.373 -2.519 -0.161
H -0.130 -2.103 -1.689
H -1.245 -1.298 1.553
H -0.699 1.648 0.113
```

Output
LUMO energy in eV: 0.33
Electronic energy in eV: -11350.813
Highest occupied orbital energy in Ha: -0.3372
Frontier orbital gap in hartree: 0.349
Relative energy (zero: lowest compared OMol25 entry of this formula, charge and spin) in kcal/mol: 76.1
SMILES: CN/C(N)=C\C(=O)O

***

Computed, not measured: a single C4H8N2O2 molecule in a non-equilibrium geometry, with wB97M-V/def2-TZVPD.

```
16
C4H8N2O2 (wB97M-V/def2-TZVPD)
C -1.929 1.599 -0.596
C -0.802 0.645 -0.265
N -0.973 -0.656 -0.546
O 0.209 -1.322 -1.093
C 0.970 -1.892 0.007
C 1.756 -0.728 0.801
O 0.843 0.284 1.152
N 0.446 1.051 0.182
H -2.607 1.170 -1.384
H -2.586 1.655 0.405
H -1.617 2.725 -0.955
H 0.092 -2.191 0.650
H 1.322 -2.800 -0.248
H 2.286 -0.229 -0.096
H 2.428 -1.282 1.598
H 0.162 1.972 0.389
```

Output
LUMO energy in eV: 0.85
Electronic energy in eV: -11346.088
Highest occupied orbital energy in Ha: -0.3244
Frontier orbital gap in hartree: 0.356
Relative energy (zero: lowest compared OMol25 entry of this formula, charge and spin) in kcal/mol: 185.1
SMILES: CC1=NOCCON1

***

Computed, not measured: a molecular structure, C4H8N2O2 in a non-equilibrium geometry, with wB97M-V/def2-TZVPD.

```
16
C4H8N2O2 (wB97M-V/def2-TZVPD)
C -2.498 0.113 -0.293
C 0.654 -1.536 0.412
N -1.522 0.547 0.679
C 2.563 0.492 -0.292
C 0.667 -0.094 0.145
O 2.719 1.753 -0.698
N 0.168 0.984 -0.035
O 3.456 -0.271 -0.099
H 1.858 2.195 -0.600
H -1.732 1.483 1.017
H -2.484 -0.975 -0.400
H -2.332 0.559 -1.284
H -3.506 0.437 0.001
H 1.515 -1.998 -0.073
H 0.725 -1.691 1.488
H -0.251 -1.998 0.028
```

Output
LUMO energy (spin up / spin down) in eV: 0.31 / 0.31
Electronic energy in eV: -11348.827
Highest occupied orbital energy (spin up / spin down) in Ha: -0.3066 / -0.3066
Frontier orbital gap (spin up / spin down) in hartree: 0.318 / 0.318
Relative energy (zero: lowest compared OMol25 entry of this formula, charge and spin) in kcal/mol: 121.9

***

Computed, not measured: a single C4H8N2O2 molecule in a non-equilibrium geometry, with wB97M-V/def2-TZVPD.

```
16
C4H8N2O2 (wB97M-V/def2-TZVPD)
C -1.621 -0.524 -0.188
C -0.419 -0.354 0.446
C -0.124 -0.643 1.882
N 0.489 0.352 -0.280
N 1.554 -0.338 -0.917
C -0.085 1.559 -0.883
O -0.556 2.490 -0.262
O 0.366 1.706 -2.159
H -1.684 -0.682 -1.260
H -2.485 -0.874 0.369
H -1.026 -0.964 2.413
H 0.607 -1.455 1.959
H 0.291 0.229 2.397
H 2.415 -0.019 -0.466
H 1.472 -1.336 -0.709
H 0.806 0.852 -2.341
```

Output
LUMO energy in eV: 0.57
Electronic energy in eV: -11351.053
Highest occupied orbital energy in Ha: -0.3328
Frontier orbital gap in hartree: 0.354
Relative energy (zero: lowest compared OMol25 entry of this formula, charge and spin) in kcal/mol: 70.6
SMILES: C=C(C)N(N)C(=O)O

***

Computed, not measured: a molecular structure, C4H8N2O2S in a non-equilibrium geometry, with wB97M-V/def2-TZVPD.

```
17
C4H8N2O2S (wB97M-V/def2-TZVPD)
C -0.021 -0.925 0.128
C 0.357 0.346 -0.579
C 1.112 -1.917 0.341
C 1.079 1.293 0.400
N -1.199 -1.019 0.513
N -0.876 0.869 -1.056
O -3.161 -0.317 -0.772
O -2.401 1.154 1.038
S -2.103 0.253 -0.037
H 1.035 0.232 -1.411
H 1.830 -1.299 0.768
H 1.371 -2.202 -0.683
H 0.576 -2.805 0.781
H 2.117 1.028 0.463
H 0.533 1.104 1.350
H 0.955 2.402 0.178
H -1.201 1.806 -1.422
```

Output
LUMO energy in eV: 0.59
Electronic energy in eV: -22186.646
Highest occupied orbital energy in Ha: -0.3642
Frontier orbital gap in hartree: 0.386
Relative energy (zero: lowest compared OMol25 entry of this formula, charge and spin) in kcal/mol: 39.4

***

Computed, not measured: 2 unconnected molecules or ions with the total composition C4H8N2O2S in a non-equilibrium geometry, with wB97M-V/def2-TZVPD.

```
17
C4H8N2O2S (wB97M-V/def2-TZVPD)
N 2.280 -1.148 -0.231
C 2.237 0.162 0.099
N 2.015 1.225 0.524
O 2.216 2.351 0.800
H 2.615 -1.225 -1.247
H 1.436 -1.623 -0.060
C -1.736 0.013 -2.071
S -1.651 0.905 -0.457
C -0.794 -0.245 0.555
C -0.773 0.266 1.989
O -0.403 -1.386 0.242
H -2.077 0.684 -2.862
H -2.413 -0.797 -1.937
H -0.740 -0.284 -2.398
H 0.033 0.941 2.109
H -0.533 -0.609 2.697
H -1.710 0.769 2.247
```

Output
LUMO energy in eV: 0.50
Electronic energy in eV: -22184.582
Highest occupied orbital energy in Ha: -0.3088
Frontier orbital gap in hartree: 0.327
Relative energy (zero: lowest compared OMol25 entry of this formula, charge and spin) in kcal/mol: 87.0
SMILES: NC#[N+][O-].CSC(C)=O

***

Computed, not measured: a single C4H8N2O2S molecule in a non-equilibrium geometry, with wB97M-V/def2-TZVPD.

```
17
C4H8N2O2S (wB97M-V/def2-TZVPD)
C -0.205 -1.145 0.134
C 0.020 -0.101 0.891
C 0.047 -2.530 0.650
C -0.662 -1.044 -1.294
N 1.479 1.872 1.584
N -0.951 2.524 -1.093
O -0.212 2.921 -0.092
O -1.002 3.265 -2.055
S -0.128 1.426 1.335
H 0.387 -2.505 1.681
H -0.866 -3.122 0.591
H 0.803 -3.025 0.039
H 0.185 -1.221 -1.958
H -1.414 -1.805 -1.496
H -1.076 -0.059 -1.510
H 2.083 1.689 0.791
H 1.510 2.862 1.801
```

Output
LUMO energy in eV: 0.07
Electronic energy in eV: -22182.459
Highest occupied orbital energy in Ha: -0.3233
Frontier orbital gap in hartree: 0.326
Relative energy (zero: lowest compared OMol25 entry of this formula, charge and spin) in kcal/mol: 136.0

***

Computed, not measured: 3 unconnected molecules or ions with the total composition C4H8N2O2S in a non-equilibrium geometry, with wB97M-V/def2-TZVPD.

```
17
C4H8N2O2S (wB97M-V/def2-TZVPD)
O -1.652 3.564 -1.276
C -1.459 4.294 -0.421
O -1.308 5.087 0.404
N -0.478 -0.530 -0.886
C -0.470 -0.996 -1.946
N -0.275 -1.586 -3.106
H 0.554 -1.293 -3.659
H -0.855 -2.321 -3.657
C 0.741 -2.006 1.670
S 1.453 -0.665 0.772
C 0.607 0.746 1.532
H 1.190 -3.001 1.551
H 0.838 -1.814 2.684
H -0.236 -2.249 1.322
H -0.386 0.735 1.154
H 0.373 0.500 2.583
H 1.363 1.534 1.281
```

Output
LUMO energy in eV: 0.46
Electronic energy in eV: -22186.727
Highest occupied orbital energy in Ha: -0.2675
Frontier orbital gap in hartree: 0.285
Relative energy (zero: lowest compared OMol25 entry of this formula, charge and spin) in kcal/mol: 37.5
SMILES: O=C=O.N#CN.CSC

***

Computed, not measured: a single C4H8N2O2S molecule in a non-equilibrium geometry, with wB97M-V/def2-TZVPD.

```
17
C4H8N2O2S (wB97M-V/def2-TZVPD)
C -1.677 -0.932 -0.942
C 0.910 -0.305 1.647
C 1.132 0.098 0.197
C -0.066 0.927 -0.419
N -1.317 0.158 -0.205
N 0.291 1.334 -1.727
O 1.323 -2.057 3.391
O -0.938 -1.245 -1.855
S 1.316 -1.919 1.927
H -2.743 -1.426 -0.836
H 0.588 0.323 2.467
H 1.278 -0.813 -0.400
H 2.114 0.691 0.207
H -0.264 1.785 0.282
H -1.831 0.544 0.587
H -0.018 0.591 -2.352
H -0.099 2.247 -1.967
```

Output
LUMO energy (spin up / spin down) in eV: -0.28 / -0.28
Electronic energy in eV: -22186.375
Highest occupied orbital energy (spin up / spin down) in Ha: -0.3303 / -0.3303
Frontier orbital gap (spin up / spin down) in hartree: 0.320 / 0.320
Relative energy (zero: lowest compared OMol25 entry of this formula, charge and spin) in kcal/mol: 45.7

***

Computed, not measured: a single C4H8N2O3 molecule in a non-equilibrium geometry, with wB97M-V/def2-TZVPD.

```
17
C4H8N2O3 (wB97M-V/def2-TZVPD)
N 2.787 -0.163 0.512
C 1.511 -0.263 0.036
O 1.342 -1.130 -0.786
C 0.343 0.700 0.366
C -0.872 0.350 -0.485
N -1.823 1.363 -0.534
C -1.613 -0.974 0.103
O -2.594 -0.827 0.822
O -1.023 -2.107 -0.097
H 2.981 0.886 0.793
H 3.578 -0.726 0.100
H 0.670 1.737 0.088
H 0.152 0.599 1.444
H -0.644 -0.070 -1.479
H -1.920 1.589 0.437
H -2.740 0.974 -0.800
H -0.134 -1.938 -0.520
```

Output
LUMO energy in eV: 0.42
Electronic energy in eV: -13400.578
Highest occupied orbital energy in Ha: -0.3419
Frontier orbital gap in hartree: 0.357
Relative energy (zero: lowest compared OMol25 entry of this formula, charge and spin) in kcal/mol: 25.6
SMILES: NC(=O)C[C@H](N)C(=O)O

***

Computed, not measured: a single C4H8N2O3 molecule in a non-equilibrium geometry, with wB97M-V/def2-TZVPD.

```
17
C4H8N2O3 (wB97M-V/def2-TZVPD)
C -1.277 -1.010 0.104
N 0.153 -1.109 -0.122
C 0.601 -2.104 -1.077
C 1.046 -0.133 0.304
O 2.258 -0.177 0.129
O 0.448 0.854 1.015
C 0.354 2.006 0.325
N -0.299 2.941 1.058
O 0.705 2.221 -0.829
H -1.495 -0.485 1.038
H -1.723 -0.455 -0.728
H -1.711 -2.012 0.158
H 0.084 -1.934 -2.027
H 1.679 -2.053 -1.251
H 0.346 -3.096 -0.696
H -0.656 2.720 1.975
H -0.513 3.827 0.625
```

Output
LUMO energy in eV: 0.67
Electronic energy in eV: -13401.265
Highest occupied orbital energy in Ha: -0.3478
Frontier orbital gap in hartree: 0.372
Relative energy (zero: lowest compared OMol25 entry of this formula, charge and spin) in kcal/mol: 9.8
SMILES: CN(C)C(=O)OC(N)=O

***

Computed, not measured: 2 unconnected molecules or ions with the total composition C4H8N2O3S in a non-equilibrium geometry, with wB97M-V/def2-TZVPD.

```
18
C4H8N2O3S (wB97M-V/def2-TZVPD)
C 0.732 -0.798 2.003
C -0.879 -3.082 1.117
C -0.537 0.639 -0.998
C 0.697 0.573 -0.066
N -1.004 -0.636 -1.323
N 0.419 0.302 1.300
O 0.179 -1.135 3.095
O -1.604 -2.839 2.013
O -2.053 0.093 2.533
S -1.428 -0.772 3.572
H -1.179 1.297 -0.488
H -0.145 1.178 -1.970
H 1.062 1.595 -0.039
H 1.566 0.050 -0.583
H 1.667 -1.393 1.700
H -0.332 -1.350 -1.595
H -0.418 0.781 1.625
H -1.489 -1.201 -0.724
```

Output
LUMO energy (spin up / spin down) in eV: 0.30 / 0.30
Electronic energy in eV: -24231.853
Highest occupied orbital energy (spin up / spin down) in Ha: -0.2464 / -0.2464
Frontier orbital gap (spin up / spin down) in hartree: 0.257 / 0.258
Relative energy (zero: lowest compared OMol25 entry of this formula, charge and spin) in kcal/mol: 77.7

***

Computed, not measured: 2 unconnected molecules or ions with the total composition C4H8N2O4 in a non-equilibrium geometry, with wB97M-V/def2-TZVPD.

```
18
C4H8N2O4 (wB97M-V/def2-TZVPD)
H -1.860 -1.024 -1.853
N -1.529 -0.173 -1.468
C -0.349 0.149 -1.217
C 0.792 -0.720 -1.500
C -0.122 1.518 -0.585
O 0.944 1.849 -0.158
O -1.276 2.172 -0.536
H 1.678 -0.035 -1.760
H 0.676 -1.398 -2.328
H 0.890 -1.519 -0.607
H -1.911 1.639 -0.861
C -0.711 -0.513 1.686
N 0.529 -0.585 1.813
O 1.294 -1.424 1.448
O 1.172 0.429 2.587
H -1.060 -1.478 1.235
H -1.109 0.436 2.022
H 1.952 0.679 2.083
```

Output
LUMO energy in eV: 0.12
Electronic energy in eV: -15443.271
Highest occupied orbital energy in Ha: -0.3517
Frontier orbital gap in hartree: 0.356
Relative energy (zero: lowest compared OMol25 entry of this formula, charge and spin) in kcal/mol: 128.6
SMILES: [H]/N=C(\C)C(=O)O.C=[N+]([O-])O

***

Computed, not measured: a single C4H8N2O4 molecule in a non-equilibrium geometry, with wB97M-V/def2-TZVPD.

```
18
C4H8N2O4 (wB97M-V/def2-TZVPD)
C 2.647 0.720 0.774
C -1.010 -0.084 0.180
C -2.382 0.286 -0.338
C 1.501 -1.196 -0.318
N 1.898 -0.379 0.833
N -0.080 -0.481 -0.702
O 3.299 1.053 -0.211
O -0.707 -0.134 1.380
O 1.180 -2.430 -0.017
O 2.308 -1.050 -1.344
H 2.756 1.244 1.692
H -2.482 1.246 -0.034
H -2.337 0.271 -1.442
H -3.215 -0.460 -0.234
H 1.225 -0.606 1.591
H -0.326 -0.634 -1.666
H 0.392 -2.606 0.499
H 2.752 -0.244 -1.133
```

Output
LUMO energy (spin up / spin down) in eV: 0.42 / -3.52
Electronic energy in eV: -15442.072
Highest occupied orbital energy (spin up / spin down) in Ha: -0.1870 / -0.3735
Frontier orbital gap (spin up / spin down) in hartree: 0.202 / 0.244
Relative energy (zero: lowest compared OMol25 entry of this formula, charge and spin) in kcal/mol: 8.6
Spin multiplicity: 3